Computed, not measured: a cluster of 11 separate species, C7H36N14O11 in total at a distorted geometry, with ωB97M-V/def2-TZVPD.

Results
HOMO-LUMO gap, eV: 8.538
E_HOMO, eV: -8.86
SMILES: NC(N)=O.NC(N)=O.NC(N)=O.NC(N)=O.NC(N)=O.NC(N)=O.NC(N)=O.O.O.O.O
Molecular weight, g/mol: 492.45
Energy relative to the best compared isomer or geometry (same formula, charge and spin), eV: 1.921
Net charge: 0
LUMO, hartree: -0.0117

```
68
Properties=species:S:1:pos:R:3:lowdin_charge:R:1
N -14.584 9.419 -15.076 0.1581
C -13.409 9.055 -15.727 -0.6945
N -12.491 8.606 -14.877 0.1636
O -13.241 9.183 -16.933 0.0223
H -15.345 9.460 -15.732 0.1016
H -14.666 9.315 -14.083 0.0544
H -12.749 8.546 -13.906 0.0466
H -11.605 8.409 -15.312 0.1153
N -14.254 11.094 -11.773 0.2184
C -14.301 9.803 -11.425 -0.6661
N -13.169 9.142 -11.758 0.1546
O -15.254 9.185 -10.938 -0.0091
H -15.133 11.570 -11.619 0.1050
H -13.460 11.521 -12.231 0.0794
H -13.143 8.132 -11.816 0.0594
H -12.427 9.699 -12.144 0.0583
N -10.395 10.715 -11.723 0.1621
C -10.603 11.657 -12.663 -0.6711
N -9.841 11.588 -13.771 0.1781
O -11.527 12.491 -12.590 -0.0086
H -10.816 10.824 -10.819 0.1153
H -9.674 10.056 -11.962 0.1054
H -9.267 10.761 -13.732 0.0974
H -9.995 12.105 -14.614 0.1217
N -18.978 14.282 -9.458 0.1628
C -18.127 13.936 -10.455 -0.6878
N -18.361 14.619 -11.589 0.1629
O -17.161 13.189 -10.287 0.0069
H -19.692 14.945 -9.695 0.0958
H -19.017 13.791 -8.584 0.1052
H -18.974 15.409 -11.584 0.1020
H -17.580 14.442 -12.209 0.1073
N -16.703 7.645 -12.840 0.1409
C -17.549 6.748 -12.270 -0.6990
N -17.427 6.771 -10.912 0.1623
O -18.354 6.123 -12.948 0.0074
H -16.931 7.813 -13.804 0.0947
H -15.992 8.118 -12.296 0.0407
H -17.013 7.605 -10.536 0.0408
H -18.066 6.284 -10.310 0.1089
N -18.676 9.862 -10.976 0.1495
C -18.696 9.714 -9.603 -0.6877
N -18.491 10.906 -9.029 0.1655
O -19.003 8.664 -9.060 0.0205
H -19.042 9.097 -11.518 0.0928
H -17.863 10.337 -11.339 0.0751
H -18.339 11.011 -8.041 0.1079
H -18.355 11.726 -9.598 0.0399
N -10.531 7.201 -10.024 0.1631
C -9.354 7.257 -9.357 -0.7064
N -9.227 8.337 -8.567 0.1458
O -8.457 6.422 -9.452 0.0202
H -10.802 6.387 -10.541 0.0880
H -11.127 8.004 -9.935 0.0748
H -8.336 8.512 -8.139 0.1105
H -10.070 8.775 -8.241 0.0967
O -13.076 14.464 -10.624 -0.0637
H -12.597 13.639 -10.760 -0.0070
H -12.429 15.059 -10.235 0.0290
O -15.351 6.847 -8.863 -0.0648
H -15.941 7.309 -8.259 0.0386
H -14.892 7.551 -9.337 0.0009
O -17.007 12.190 -13.649 -0.0614
H -16.682 12.262 -14.553 0.0381
H -17.944 12.406 -13.711 0.0350
O -12.624 6.385 -12.464 -0.0467
H -11.841 5.826 -12.495 0.0525
H -13.360 5.778 -12.609 0.0736
```

Computed, not measured: an isolated molecule of C4H4OS at a distorted geometry, with ωB97M-V/def2-TZVPD.

Results
HOMO-LUMO gap, eV: 9.042
E_HOMO, eV: -8.42
SMILES: Sc1ccco1
Molecular weight, g/mol: 100.14
Energy relative to the best compared isomer or geometry (same formula, charge and spin), eV: 2.051
Net charge: 0
LUMO, hartree: 0.0229

```
10
Properties=species:S:1:pos:R:3:lowdin_charge:R:1
S 1.250 0.479 -2.317 0.7786
C 0.292 0.183 -0.849 -0.6219
C -0.695 -0.472 -0.205 -0.1367
C -0.677 -0.334 1.241 -0.0967
C 0.204 0.640 1.378 -0.1773
O 0.809 1.060 0.207 -0.1075
H 0.954 -0.625 -3.177 -0.0797
H -1.244 -1.506 -0.582 0.1596
H -1.378 -0.736 1.992 0.1171
H 0.485 1.310 2.313 0.1643
```

Computed, not measured: an isolated molecule of C6H9ClOS at a distorted geometry, with ωB97M-V/def2-TZVPD.

Results
HOMO-LUMO gap (alpha / beta), eV: 5.483 / 5.789
Multiplicity: 3
E_HOMO (alpha / beta), eV: -4.96 / -8.93
Expectation value of S²: 2.0187
Molecular weight, g/mol: 164.66
Energy relative to the best compared isomer or geometry (same formula, charge and spin), eV: 1.403
Net charge: 0
LUMO (alpha / beta), hartree: 0.0191 / -0.1154

```
18
Properties=species:S:1:pos:R:3:mulliken_spin:R:1
C -1.400 -1.510 1.311 -0.0171
C -0.157 1.792 1.127 0.2350
C -1.355 -0.202 1.152 0.0236
C -0.081 0.470 1.014 -0.0179
C 1.726 0.259 -1.667 0.0480
C 1.280 -0.956 -0.930 0.2803
O 0.070 -1.482 -1.284 0.0166
S 1.344 -0.610 1.004 1.3425
Cl 2.566 -2.356 -1.040 0.0679
H -2.306 -2.115 1.438 0.0100
H -0.475 -2.062 1.223 -0.0101
H 0.724 2.460 1.258 0.0033
H -1.098 2.296 1.256 0.0134
H -2.250 0.341 1.254 0.0053
H 2.621 0.519 -1.115 -0.0102
H 0.974 1.009 -1.476 -0.0120
H 1.729 0.074 -2.712 0.0085
H 0.000 -2.408 -0.935 0.0128
```

Computed, not measured: a structure of composition C7H7N5O2 at a distorted geometry, with ωB97M-V/def2-TZVPD.

Results
HOMO-LUMO gap (alpha / beta), eV: 6.895 / 6.892
E_HOMO (alpha / beta), eV: -8.25 / -8.25
Molecular weight, g/mol: 193.17
Energy relative to the best compared isomer or geometry (same formula, charge and spin), eV: 3.011
Net charge: 0
LUMO (alpha / beta), hartree: -0.0499 / -0.0500

```
21
Properties=species:S:1:pos:R:3:lowdin_charge:R:1
C -2.226 -1.053 -0.971 0.0024
C -1.031 -0.353 -1.317 0.0298
C 3.641 -1.029 -0.152 -0.1641
C 2.974 0.042 -0.716 -0.1227
C -2.582 -0.474 0.254 -0.3559
C -0.727 0.583 -0.304 -0.2851
C 0.495 2.362 0.644 -0.3740
N 2.925 -1.452 0.922 0.0028
N 1.915 -0.637 1.014 -0.0351
N 1.971 0.229 0.099 -0.0393
N -3.572 -0.835 1.149 0.1358
N 0.435 1.274 -0.059 0.1642
O -0.427 3.131 0.839 0.0579
O -1.702 0.457 0.632 0.1202
H -2.648 -1.885 -1.555 0.1170
H -0.404 -0.477 -2.209 0.1230
H 4.632 -1.471 -0.464 0.1107
H 3.140 0.603 -1.598 0.0967
H 1.448 2.454 1.220 0.1451
H -4.437 -1.334 0.718 0.1574
H -3.820 -0.133 1.854 0.1131
```

Computed, not measured: a cluster of 3 separate species, C33H30O7P in total, with ωB97M-V/def2-TZVPD.

Results
HOMO-LUMO gap, eV: 5.288
E_HOMO, eV: -4.47
Molecular weight, g/mol: 569.57
Net charge: -1
LUMO, hartree: 0.0300

```
71
Properties=species:S:1:pos:R:3:lowdin_charge:R:1
C -5.037 -1.938 3.792 -0.1280
C -3.689 -2.410 3.255 -0.2421
C -2.795 -2.916 4.383 -0.2463
O -1.416 -2.843 4.101 -0.1100
C -0.913 -4.003 3.423 -0.4700
C 0.534 -3.695 3.027 -0.2491
O 0.517 -3.180 1.737 -0.4153
P -0.810 -3.832 0.752 0.4321
O -1.608 -4.312 2.294 -0.3133
H -5.795 -1.878 3.009 0.0607
H -5.419 -2.624 4.556 0.0647
H -4.966 -0.953 4.259 0.0644
H -3.817 -3.186 2.501 0.0998
H -3.157 -1.594 2.761 0.1091
H -2.958 -2.297 5.274 0.1152
H -3.062 -3.950 4.643 0.1219
H -0.983 -4.835 4.146 0.1416
H 1.131 -4.621 3.109 0.1003
H 0.953 -2.962 3.724 0.1162
H -0.119 -3.412 -0.448 -0.0595
H -1.484 -2.559 0.853 -0.0281
H -1.901 -4.412 0.018 -0.0578
H -0.106 -5.108 0.756 -0.0205
C 5.580 1.670 -3.613 -0.0692
C 4.318 2.075 -3.188 -0.0637
C 3.597 1.289 -2.307 0.0002
C 4.131 0.090 -1.848 -0.0734
C 5.393 -0.319 -2.276 -0.0817
C 6.116 0.478 -3.158 -0.0110
C 5.991 -1.608 -1.808 -0.2810
O 7.104 -1.939 -2.167 0.0891
C 5.167 -2.459 -0.911 -0.0942
C 5.659 -3.697 -0.514 -0.0154
C 4.889 -4.519 0.294 -0.0594
C 3.629 -4.109 0.713 -0.0306
C 3.134 -2.869 0.339 0.0230
C 3.904 -2.045 -0.473 -0.0733
C 3.339 -0.734 -0.882 -0.2620
O 2.276 -0.340 -0.454 0.1064
H 6.143 2.287 -4.301 0.1017
H 3.899 3.007 -3.546 0.1043
H 2.614 1.582 -1.962 0.1099
H 7.093 0.138 -3.473 0.1156
H 6.639 -3.997 -0.860 0.1133
H 5.269 -5.489 0.591 0.1020
H 3.006 -4.750 1.325 0.1059
H 2.144 -2.573 0.668 0.0928
C -4.464 7.504 -1.902 -0.0681
C -5.386 6.603 -2.426 -0.0671
C -5.114 5.246 -2.416 -0.0071
C -3.916 4.781 -1.883 -0.0808
C -2.993 5.683 -1.359 -0.0823
C -3.271 7.046 -1.370 -0.0088
C -1.695 5.215 -0.780 -0.2811
O -0.900 6.012 -0.325 0.0954
C -1.428 3.753 -0.791 -0.0920
C -0.228 3.286 -0.265 0.0006
C 0.049 1.929 -0.269 -0.0493
C -0.875 1.026 -0.784 -0.0250
C -2.074 1.484 -1.304 0.0101
C -2.355 2.847 -1.315 -0.0882
C -3.648 3.309 -1.886 -0.2793
O -4.464 2.536 -2.341 0.1032
H -4.680 8.565 -1.909 0.1024
H -6.319 6.963 -2.840 0.1028
H -5.813 4.523 -2.814 0.1179
H -2.537 7.723 -0.956 0.1169
H 0.474 4.004 0.138 0.1173
H 0.971 1.545 0.142 0.0910
H -0.652 -0.033 -0.757 0.1137
H -2.813 0.801 -1.702 0.1221
```

Computed, not measured: a structure of composition C23H36P2Pt at a distorted geometry, with ωB97M-V/def2-TZVPD.

Results
HOMO-LUMO gap (alpha / beta), eV: 6.402 / 4.472
Multiplicity: 5
E_HOMO (alpha / beta), eV: -11.88 / -13.53
Expectation value of S²: 6.0471
Molecular weight, g/mol: 569.57
Energy relative to the best compared isomer or geometry (same formula, charge and spin), eV: 1.542
Net charge: +2
LUMO (alpha / beta), hartree: -0.2013 / -0.3328

```
62
Properties=species:S:1:pos:R:3:mulliken_spin:R:1
P -0.361 -2.207 -2.184 -0.0529
P 0.333 1.259 -2.301 -0.0697
C -0.392 -1.221 -3.733 0.0089
C 0.581 -0.030 -3.715 0.2023
H -1.425 -0.892 -3.978 0.0046
H -0.101 -1.929 -4.554 0.0087
H 1.616 -0.386 -3.589 0.0025
H 0.557 0.480 -4.701 0.0006
C -0.708 2.275 -3.652 0.3298
H -1.157 3.173 -3.194 -0.0089
H -1.496 1.671 -4.134 0.0106
H 0.041 2.575 -4.395 0.0202
C 1.830 2.220 -2.619 0.0342
H 1.898 2.568 -3.655 -0.0049
H 2.693 1.599 -2.405 0.0004
H 1.828 3.118 -2.001 -0.0041
C -1.807 -3.286 -2.319 0.0077
H -1.851 -3.935 -1.435 -0.0049
H -1.740 -3.953 -3.190 0.0007
H -2.742 -2.723 -2.400 0.0005
C 1.047 -3.298 -2.478 0.0639
H 1.988 -2.745 -2.461 -0.0260
H 0.916 -3.761 -3.470 0.0059
H 1.066 -4.092 -1.724 -0.0193
Pt 1.406 -1.868 1.122 0.9313
C -0.500 2.482 -0.863 0.4428
C -1.897 2.233 -0.858 0.6151
C -2.473 0.986 -1.337 0.1168
C -1.991 -0.397 -0.698 0.0898
C -0.586 -0.928 -0.916 -0.0970
C 0.708 0.041 -1.077 0.0980
C 1.325 0.904 0.124 0.0027
C 0.331 2.021 0.406 0.1674
C 1.042 -3.745 1.629 0.1150
H -0.091 3.414 -1.289 0.0434
H -2.562 2.797 -0.237 -0.0386
H -2.490 0.934 -2.449 0.0325
H -3.540 0.988 -1.039 -0.0106
H -2.165 -0.323 0.382 -0.0167
H -2.722 -1.140 -1.046 -0.0016
H -0.534 -1.702 -0.104 0.0357
H 1.600 -0.597 -1.428 0.0262
H 2.248 1.372 -0.224 -0.0062
H 1.588 0.458 1.123 0.0521
H -0.307 1.676 1.236 -0.0116
H 0.878 2.887 0.836 0.0018
H 1.496 -3.817 2.617 -0.0040
H 1.447 -4.474 0.925 0.0306
H -0.063 -3.814 1.674 -0.0085
C 1.051 -0.858 2.668 0.6903
C 0.819 -0.116 3.652 -0.0584
C 0.575 0.491 4.895 -0.0103
C -0.661 1.136 5.147 0.0991
C -0.875 1.833 6.339 -0.0404
C 0.132 1.890 7.313 0.1409
C 1.329 1.194 7.113 -0.0434
C 1.552 0.502 5.931 0.0971
H -1.428 1.121 4.372 0.0023
H -1.825 2.339 6.508 0.0000
H -0.025 2.443 8.235 0.0044
H 2.107 1.186 7.876 -0.0002
H 2.487 -0.029 5.731 0.0018
```